[1]
# C49H58As2N3OP3S4Sc

A molecular structure, C49H58As2N3OP3S4Sc (the ωB97M-V functional and the def2-TZVPD basis, the OMol25 dataset).

Positions of all 121 atoms, in Å:
H  2.42963  4.58690  5.53406
S  2.63712  0.41275  1.32927
S  -2.42118  -1.32092  1.33387
H  0.55970  -4.86701  2.04074
C  2.95454  -0.58495  -3.12865
H  2.24328  3.09706  -2.22471
Sc  -0.01635  -0.40934  1.03617
C  -2.74445  -3.78467  -2.24288
H  -1.12909  -3.99619  -6.09220
C  2.45484  2.06501  -2.47153
H  2.21277  -5.48334  1.84076
H  -0.60704  -2.38126  5.32696
H  3.67443  5.36694  -0.44018
C  -0.54699  -0.55564  -4.47448
H  4.22618  -3.74654  0.97094
H  3.48221  -3.68640  3.69834
H  -3.11441  -3.07722  -2.97461
C  -1.92663  3.41986  2.47111
O  1.04681  -2.05684  1.55651
C  1.49356  -4.74491  1.49005
H  -6.89692  -1.10016  -1.51532
H  -2.78797  -0.68145  4.47955
C  1.95450  2.57530  6.10505
As  -0.38722  2.33068  1.97738
H  5.41703  5.50057  -0.17069
H  -6.72568  4.27222  -0.45693
C  2.59732  -3.07147  3.54104
C  1.56201  1.06908  -2.09119
C  5.57734  2.93174  -0.82990
C  -1.33703  -1.87606  -6.31491
C  1.22631  3.60151  4.06184
H  -1.38860  0.27028  -6.25998
C  1.28653  1.41068  5.75271
C  -1.79692  -5.61780  -0.38516
H  6.31884  3.52911  -1.33485
C  -0.18385  -1.71064  -3.78144
H  1.67776  3.48258  1.10432
C  -3.51551  -0.89057  -1.54611
H  -2.36364  0.26338  -2.91735
C  3.67989  1.48181  0.50802
C  -4.74270  3.58087  -0.69214
C  -6.34597  2.54925  0.79329
H  1.29981  -4.86871  0.42294
N  4.60138  0.89634  -0.31565
H  -7.33052  2.50279  1.22874
N  3.68910  2.80457  0.64504
H  -2.30891  3.88642  1.56485
H  -4.46205  4.33019  -1.41640
H  -4.92497  -1.95008  -0.31257
H  4.30185  5.23334  1.19517
H  -0.51311  -0.96689  6.40238
C  -3.74970  2.63127  -0.32140
H  5.97957  0.22100  -2.56175
P  2.11131  -3.10574  1.81604
C  0.61057  3.64090  0.94706
C  -0.57537  -0.80932  -1.02765
C  0.59163  1.33542  4.55058
S  1.45616  -3.28073  -1.67832
H  -1.32723  -3.90789  0.82187
H  3.37436  -2.64533  -0.14738
H  -0.37784  0.41760  -4.02762
H  -2.37939  -7.11877  -1.80466
H  -1.43702  -6.33404  0.34146
C  -2.32624  -6.05997  -1.59212
C  3.58444  1.73809  -3.20589
C  4.51054  4.99637  0.15469
C  -5.99189  3.53818  -0.15361
H  4.14838  -2.00749  1.34903
H  1.21193  4.46675  3.41017
H  -6.60737  0.43217  -3.43682
C  -3.35807  -0.04613  -2.63218
H  -2.21954  0.78461  5.33299
C  -4.79670  -1.27345  -1.15050
C  -0.38787  -2.94534  -4.38116
H  4.69858  0.14535  -4.12673
C  -5.74140  0.05789  -2.90861
C  -2.79598  -5.14412  -2.51907
S  -2.17336  2.57321  -0.89359
H  0.35162  3.52567  -0.10389
P  -2.06488  -1.56508  -0.69219
As  -0.34786  -0.27378  3.98519
C  -5.39739  1.64257  1.13791
C  -4.47086  0.42728  -3.31528
C  -2.18986  0.22715  4.39402
H  -4.34144  1.09403  -4.15543
H  2.82626  -2.04064  3.81885
C  1.91915  3.67344  5.26165
H  -0.08862  -3.84229  -3.85219
H  -3.21166  -5.48477  -3.45771
C  -1.73445  -4.26395  -0.11586
C  -2.21002  -3.33807  -1.04005
H  4.49935  -0.10552  -0.44434
H  0.31921  4.64264  1.27056
H  1.31546  0.56749  6.43051
H  7.24748  1.42653  -2.27195
H  4.25719  2.51521  -3.54377
H  -1.56503  4.17733  3.16883
C  4.59714  3.51484  -0.01221
N  -4.16013  1.70961  0.59522
H  -5.55427  0.83279  1.83409
C  3.61756  -2.84644  0.89667
C  -1.11778  -0.63317  -5.73206
H  1.79150  -3.44873  4.16788
C  0.56968  2.43354  3.68930
H  0.64468  1.32592  -1.56049
H  7.05225  0.06074  -1.16604
C  5.56369  1.57063  -0.97717
C  -5.90602  -0.80098  -1.82478
C  -0.08505  -1.44174  5.51700
H  3.14006  -1.62061  -3.38895
H  -2.71418  2.83986  2.94758
H  0.97103  -1.64369  5.68741
H  -1.78330  -1.94188  -7.29773
C  6.52065  0.77514  -1.79508
P  0.54318  -1.56427  -2.10259
C  3.83313  0.40728  -3.53129
C  1.79934  -0.26088  -2.41864
H  -2.60010  0.82807  3.58452
H  -3.48092  0.97900  0.83493
H  2.49504  2.62491  7.04021
C  -0.97031  -3.02783  -5.63867

The value obtained for the energy above the lowest of the compared OMol25 structures with the same formula, charge and spin is 0.864 eV. As for the charge: +1.

[2]
# C49H58AsCdN2Si

A molecular structure, C49H58AsCdN2Si (the ωB97M-V functional and the def2-TZVPD basis, the OMol25 dataset).

Positions of all 112 atoms, in Å:
H  2.93688  -0.40157  5.83116
H  1.44645  0.42399  -2.12732
C  -3.86278  -6.22897  2.65451
C  -1.27381  6.24749  2.76122
H  -4.23115  -7.22650  2.88187
H  -5.09391  -7.49523  -0.16685
H  -0.63442  5.24858  4.54470
C  -0.91165  -0.26946  -2.80865
H  6.02946  3.72967  -0.11104
C  0.87278  0.00367  -1.30230
C  -1.18947  5.92615  -1.68713
C  -0.15325  4.12641  2.77925
C  2.88772  2.95575  -1.08308
H  -1.13245  -2.54704  2.81418
C  -0.67825  5.21168  3.46388
C  -0.13153  -0.85152  -3.85278
H  -1.86971  0.21243  -6.56522
H  3.23058  -1.65082  0.51159
H  -0.46774  -3.48776  -3.59713
H  3.72144  -3.40665  2.25396
Si  -3.24750  -6.08219  0.84621
H  -1.61175  6.86619  -1.35447
H  0.14113  -1.07961  -5.95629
H  -3.70362  2.04678  -0.56183
H  -1.43538  6.39813  -3.75548
H  -4.06543  1.11689  -2.80671
C  -1.32590  6.21864  1.38078
H  -4.66859  -5.52773  2.84899
C  -4.71255  -6.48805  -0.31896
C  -0.48076  -0.65842  -5.17621
C  2.84334  -0.89424  2.47224
H  4.44518  0.53367  0.65951
C  2.96295  3.35447  1.26924
C  3.34369  -0.75010  3.75402
N  -0.47506  -0.22933  -1.51705
H  2.33395  2.68211  -1.97091
C  -1.51693  -1.78666  3.49487
C  -2.16204  0.30859  -3.17391
C  4.32084  3.61144  1.18094
H  0.29818  3.30572  3.32865
H  2.46941  3.39134  2.23258
Cd  -0.87369  -1.53906  0.09577
C  -2.85571  1.80294  -1.20212
C  -0.19551  4.08509  1.39579
H  -2.02388  1.46224  -0.58076
C  1.51476  -0.18638  -0.11869
C  -0.74512  4.98698  -0.76280
C  4.96639  3.54044  -0.04118
H  -3.69743  -1.41294  -2.03619
C  -1.55111  0.62679  4.11137
H  -2.60410  -1.74977  3.40356
H  -4.40627  -6.40626  -1.35696
H  4.74806  3.12333  -2.12980
H  5.42967  -0.09206  1.97107
H  -2.55345  2.70520  -1.72993
C  2.31430  -1.49835  -4.15157
H  -2.23873  -8.40657  0.70588
H  -1.79472  7.03370  0.84764
H  1.21715  -4.00856  -3.71613
C  -2.52102  -4.41574  0.51249
C  -1.61975  0.04389  -5.52584
H  0.42258  -3.26530  -5.10887
H  3.05742  -2.24864  -3.88328
C  4.88167  -0.37334  1.07371
N  0.87469  -0.68974  0.99029
H  2.25342  -1.44835  -5.23680
C  -0.78299  5.14322  0.68649
C  -0.57021  4.45573  -3.48223
C  2.22658  3.03839  0.13613
C  3.80181  -1.40709  1.41216
H  -4.87129  -0.35691  -1.24241
H  1.09635  -1.93025  -2.45474
H  -1.71261  7.07787  3.29684
C  1.15756  -0.41168  4.62391
H  -0.50292  4.25487  -4.54151
H  -5.53647  -5.79765  -0.16914
C  2.52411  -0.49295  4.83593
As  0.32275  2.58338  0.24570
C  -3.24881  0.71066  -2.19400
C  1.45358  -0.68786  2.22296
C  4.46688  -2.71511  1.86664
H  -1.50672  0.32041  5.15439
C  -0.20813  3.76893  -1.21147
C  0.61048  -0.49463  3.36118
C  0.50496  -3.24317  -4.02369
C  4.24489  3.20307  -1.17511
H  4.96734  -3.18790  1.02172
C  -3.81111  -0.50578  -1.44415
C  -1.95009  -3.36432  0.29454
H  5.58904  -0.77689  0.34996
C  -2.46741  0.46369  -4.51368
H  -1.11721  -0.12603  2.16169
H  4.88505  3.86354  2.06969
C  -1.08767  5.66352  -3.04093
C  0.95962  -1.85950  -3.54030
H  -3.06335  -6.00496  3.35401
H  -1.51594  -7.32302  -0.47192
H  5.20819  -2.53924  2.64392
H  -1.26699  -2.08614  4.51184
C  -0.89489  -0.41523  3.20398
H  -2.60069  0.74150  3.84308
H  4.40731  -0.86077  3.92457
H  2.65429  -0.53175  -3.78434
C  -1.88444  -7.39150  0.54699
H  0.18894  2.53779  -2.92397
H  -3.29565  -0.64208  -0.48764
H  -1.05946  1.59067  4.01215
H  -1.03847  -7.22571  1.20677
C  -0.14783  3.50369  -2.56940
H  2.50769  0.24425  -0.01245
H  -3.40153  0.94390  -4.78251
H  0.51752  -0.25847  5.48070

The value obtained for the energy above the lowest of the compared OMol25 structures with the same formula, charge and spin is 0.541 eV. As for the charge: -1.

Number 1: electronic energy -9990.658956 hartree, E_HOMO -9.18 eV. Number 2: electronic energy -4704.527282 hartree, E_HOMO -3.12 eV.